(1)
# C59H72HgN7O4P2S2

A molecular structure, C59H72HgN7O4P2S2 (the ωB97M-V functional and the def2-TZVPD basis, OMol25).

Geometry as XYZ:
```
147
Properties=species:S:1:pos:R:3
Hg 1.361 0.261 0.445
C 0.092 -2.044 6.069
C 1.079 -1.248 5.225
C 2.112 -2.169 4.580
P 0.332 -0.144 3.919
C -0.838 0.882 4.943
C -0.016 1.739 5.908
C -1.665 1.781 4.027
C -0.796 -1.284 3.031
C -2.139 -1.461 3.377
C -3.018 -2.215 2.616
C -4.477 -2.306 2.980
C -2.524 -2.826 1.466
C -1.197 -2.691 1.118
C -0.305 -1.929 1.883
N 1.029 -1.754 1.458
C 1.783 -2.861 1.235
C 1.416 -4.121 1.787
C 2.152 -5.265 1.586
C 3.323 -5.266 0.827
C 4.115 -6.521 0.575
C 3.717 -4.042 0.314
C 3.011 -2.852 0.499
P 3.643 -1.259 -0.084
C 5.308 -1.051 0.706
C 6.447 -1.996 0.331
C 5.084 -1.033 2.219
C 3.887 -1.357 -1.920
C 4.732 -0.156 -2.353
C 4.363 -2.651 -2.571
H 0.622 -2.684 6.784
H -0.519 -2.689 5.433
H -0.583 -1.400 6.638
H 1.619 -0.546 5.870
H 1.625 -2.947 3.988
H 2.716 -2.664 5.348
H 2.777 -1.623 3.909
H -1.514 0.253 5.532
H 0.772 2.274 5.370
H 0.457 1.143 6.692
H -0.655 2.482 6.394
H -1.020 2.406 3.408
H -2.283 1.204 3.340
H -2.317 2.431 4.619
H -2.528 -0.971 4.264
H -5.031 -1.434 2.620
H -4.617 -2.360 4.063
H -4.938 -3.189 2.534
H -3.188 -3.361 0.799
H -0.839 -3.151 0.205
H 0.511 -4.181 2.378
H 1.806 -6.192 2.037
H 3.684 -7.367 1.115
H 5.155 -6.421 0.898
H 4.132 -6.787 -0.486
H 4.626 -4.006 -0.276
H 5.586 -0.035 0.399
H 6.237 -3.014 0.662
H 7.370 -1.677 0.828
H 6.637 -2.015 -0.743
H 4.710 -2.002 2.562
H 4.363 -0.262 2.499
H 6.028 -0.833 2.737
H 2.870 -1.172 -2.277
H 5.788 -0.302 -2.103
H 4.384 0.762 -1.876
H 4.659 -0.019 -3.436
H 3.706 -3.485 -2.326
H 5.380 -2.919 -2.274
H 4.356 -2.531 -3.659
N 4.016 4.123 1.208
C 3.210 3.065 0.758
S 2.542 2.059 2.011
N 3.036 3.024 -0.528
N 2.267 1.999 -0.989
C 1.884 2.005 -2.277
C 2.208 3.110 -3.211
C 3.491 3.662 -3.304
C 3.751 4.725 -4.156
C 2.739 5.270 -4.938
C 1.461 4.733 -4.860
C 1.200 3.672 -4.005
C 1.082 0.920 -2.737
C 0.896 0.614 -4.115
C 0.158 -0.476 -4.488
C -0.429 -1.295 -3.508
C -0.210 -0.954 -2.191
N 0.523 0.091 -1.812
H 4.509 3.897 2.058
H 4.609 4.479 0.470
H 4.277 3.256 -2.685
H 4.753 5.135 -4.208
H 2.946 6.103 -5.599
H 0.658 5.147 -5.459
H 0.197 3.264 -3.933
H 1.366 1.234 -4.865
H 0.029 -0.700 -5.541
H -1.060 -2.137 -3.752
H -0.668 -1.521 -1.391
C -4.883 -3.754 -4.471
C -5.801 -3.489 -3.284
C -5.417 -2.239 -2.489
C -6.413 -2.074 -1.315
C -6.194 -0.870 -0.406
C -5.554 -1.020 -3.381
O -6.487 -0.870 -4.160
N -4.591 -0.089 -3.218
C -3.505 -0.146 -2.284
O -2.879 0.903 -2.176
N -3.256 -1.291 -1.637
C -4.005 -2.381 -1.875
O -3.672 -3.514 -1.521
H -5.221 -4.624 -5.040
H -3.866 -3.947 -4.129
H -4.868 -2.902 -5.153
H -5.764 -4.335 -2.596
H -6.831 -3.366 -3.629
H -6.349 -2.995 -0.728
H -7.417 -2.035 -1.751
H -5.220 -0.911 0.084
H -6.968 -0.842 0.365
H -6.243 0.071 -0.959
H -4.666 0.774 -3.735
O -0.876 1.823 0.542
S -1.056 2.709 -0.645
C -2.765 3.276 -0.509
C -3.580 2.603 0.383
C -4.923 2.943 0.465
C -5.442 3.943 -0.347
C -4.614 4.603 -1.247
C -3.271 4.267 -1.334
C -0.279 4.278 -0.221
C 0.116 4.490 1.089
C 0.762 5.673 1.414
C 1.005 6.628 0.437
C 0.629 6.391 -0.878
C -0.003 5.203 -1.215
H -3.152 1.804 0.975
H -5.569 2.410 1.152
H -6.492 4.200 -0.289
H -5.016 5.377 -1.890
H -2.629 4.772 -2.045
H -0.030 3.706 1.817
H 1.110 5.828 2.427
H 1.527 7.542 0.693
H 0.860 7.112 -1.653
H -0.234 4.986 -2.250
```

Calculated values
DFT total energy: -4608.34487 Ha
Lowest unoccupied orbital energy (spin up / spin down): 4.1 / 4.1 eV
ΔE to the lowest compared entry with this formula, charge and spin: 0.00 kJ/mol
Charge: -2
Spin multiplicity: 2
Frontier orbital gap (spin up / spin down): 4.198 / 6.302 eV
Expectation value of S²: 0.77

These are the Löwdin partial charges, in e, on atoms 1 to 99: number 1, Hg, carries 0.8787; number 2, C, carries -0.1235; number 3, C, carries -0.5584; number 4, C, carries -0.1241; number 5, P, carries 1.0798; number 6, C, carries -0.5867; number 7, C, carries -0.1402; number 8, C, carries -0.1235; number 9, C, carries -0.2976; number 10, C, carries -0.0764; number 11, C, carries -0.2766; number 12, C, carries -0.0622; number 13, C, carries -0.0328; number 14, C, carries -0.0308; number 15, C, carries -0.3394; number 16, N, carries -0.0762; number 17, C, carries -0.3289; number 18, C, carries -0.0529; number 19, C, carries -0.0604; number 20, C, carries -0.3042; number 21, C, carries -0.0769; number 22, C, carries -0.0903; number 23, C, carries -0.2942; number 24, P, carries 1.0466; number 25, C, carries -0.5423; number 26, C, carries -0.1187; number 27, C, carries -0.1397; number 28, C, carries -0.5315; number 29, C, carries -0.1255; number 30, C, carries -0.1182; number 31, H, carries 0.0676; number 32, H, carries 0.0707; number 33, H, carries 0.0579; number 34, H, carries 0.0862; number 35, H, carries 0.0544; number 36, H, carries 0.0741; number 37, H, carries 0.0512; number 38, H, carries 0.0790; number 39, H, carries 0.0708; number 40, H, carries 0.0554; number 41, H, carries 0.0676; number 42, H, carries 0.0584; number 43, H, carries 0.0560; number 44, H, carries 0.0746; number 45, H, carries 0.0944; number 46, H, carries 0.0651; number 47, H, carries 0.0669; number 48, H, carries 0.0713; number 49, H, carries 0.0919; number 50, H, carries 0.1174; number 51, H, carries 0.1032; number 52, H, carries 0.1019; number 53, H, carries 0.0622; number 54, H, carries 0.0662; number 55, H, carries 0.0688; number 56, H, carries 0.0838; number 57, H, carries 0.0981; number 58, H, carries 0.0614; number 59, H, carries 0.0696; number 60, H, carries 0.0485; number 61, H, carries 0.0666; number 62, H, carries 0.0279; number 63, H, carries 0.0717; number 64, H, carries 0.0813; number 65, H, carries 0.0640; number 66, H, carries 0.0485; number 67, H, carries 0.0781; number 68, H, carries 0.0654; number 69, H, carries 0.0560; number 70, H, carries 0.0732; number 71, N, carries 0.0094; number 72, C, carries -0.9102; number 73, S, carries 0.4662; number 74, N, carries -0.0227; number 75, N, carries -0.0870; number 76, C, carries -0.2723; number 77, C, carries -0.1723; number 78, C, carries -0.0419; number 79, C, carries -0.1061; number 80, C, carries -0.1286; number 81, C, carries -0.1070; number 82, C, carries -0.0779; number 83, C, carries -0.2786; number 84, C, carries -0.0486; number 85, C, carries -0.0979; number 86, C, carries -0.0931; number 87, C, carries -0.1633; number 88, N, carries 0.0107; number 89, H, carries 0.0367; number 90, H, carries 0.0642; number 91, H, carries 0.0910; number 92, H, carries 0.0885; number 93, H, carries 0.0826; number 94, H, carries 0.0921; number 95, H, carries 0.1143; number 96, H, carries 0.0990; number 97, H, carries 0.0908; number 98, H, carries 0.0889; number 99, H, carries 0.0826


(2)
# C59H75N4O2

2 unconnected molecules or ions with the total composition C59H75N4O2 in a non-equilibrium geometry (the ωB97M-V functional and the def2-TZVPD basis, OMol25).

Geometry as XYZ:
```
140
Properties=species:S:1:pos:R:3
C 7.025 5.448 -2.334
C 6.030 4.285 -2.303
N 4.954 4.495 -3.270
C 3.797 3.748 -3.155
C 3.724 2.625 -2.288
C 2.554 1.911 -2.132
C 1.343 2.335 -2.770
C 0.094 1.698 -2.544
C -1.144 2.392 -2.746
C -1.325 3.704 -2.217
C -2.513 4.391 -2.365
C -3.553 3.850 -3.157
N -4.770 4.512 -3.267
C -5.081 5.576 -2.310
C -6.582 5.868 -2.321
O -7.040 6.178 -3.641
C -6.838 5.076 -4.537
C -5.385 4.602 -4.597
C -3.340 2.611 -3.809
C -2.212 1.855 -3.530
C 1.434 3.476 -3.635
C 2.626 4.113 -3.870
C 5.254 5.138 -4.563
C 6.404 6.140 -4.494
O 7.489 5.722 -3.659
H 6.545 6.345 -1.894
H 7.927 5.183 -1.765
H 6.579 3.347 -2.521
H 5.594 4.214 -1.296
H 4.624 2.305 -1.751
H 2.510 1.017 -1.496
H 0.065 0.655 -2.249
H -0.488 4.176 -1.691
H -2.640 5.368 -1.891
H -4.794 5.261 -1.296
H -4.529 6.504 -2.569
H -7.124 4.990 -1.916
H -6.795 6.762 -1.714
H -7.493 4.232 -4.233
H -7.148 5.463 -5.520
H -4.816 5.317 -5.228
H -5.358 3.619 -5.078
H -4.101 2.232 -4.496
H -2.068 0.879 -3.989
H 0.542 3.841 -4.150
H 2.672 4.936 -4.588
H 5.516 4.373 -5.323
H 4.370 5.679 -4.922
H 6.851 6.266 -5.489
H 6.019 7.114 -4.134
C 1.092 -5.587 0.581
C 1.700 -4.873 -0.623
C 3.054 -4.298 -0.208
C 1.907 -5.926 -1.720
C 0.807 -3.760 -1.236
C 1.291 -3.142 -2.395
C 0.464 -2.300 -3.129
C -0.873 -2.164 -2.765
C -1.379 -2.667 -1.565
C -2.929 -2.487 -1.384
C -3.500 -2.629 0.021
C -3.613 -3.557 -2.250
C -3.362 -1.092 -1.870
C -0.448 -3.361 -0.724
N -0.607 -3.391 0.701
C 0.174 -2.624 1.562
C 1.191 -1.759 1.180
C 2.141 -1.201 2.123
C 2.636 -2.004 3.178
C 3.357 -1.437 4.217
C 3.625 -0.063 4.204
C 3.263 0.715 3.103
C 2.542 0.159 2.053
N -0.469 -2.676 2.786
C -0.269 -1.803 3.900
C -0.281 -0.377 3.713
C -1.170 0.433 2.688
C -0.847 1.935 2.711
C -2.611 0.212 3.174
C -1.074 0.052 1.220
C 0.362 0.379 4.700
C 0.447 -0.101 6.007
C 0.106 -1.421 6.245
C -0.026 -2.338 5.186
C 0.151 -3.831 5.617
C 1.340 -3.905 6.596
C 0.485 -4.834 4.517
C -1.134 -4.265 6.333
C -1.481 -3.631 2.714
C -1.506 -4.112 1.465
H 0.062 -5.914 0.395
H 1.686 -6.486 0.804
H 1.130 -4.967 1.483
H 3.552 -3.809 -1.053
H 2.933 -3.560 0.595
H 3.704 -5.106 0.160
H 2.364 -5.495 -2.616
H 2.552 -6.735 -1.359
H 0.934 -6.352 -2.000
H 2.303 -3.340 -2.762
H 0.826 -1.803 -4.022
H -1.537 -1.640 -3.454
H -3.016 -1.963 0.745
H -4.565 -2.346 -0.014
H -3.487 -3.664 0.374
H -3.274 -3.515 -3.291
H -3.379 -4.554 -1.856
H -4.703 -3.432 -2.235
H -3.349 -1.010 -2.963
H -4.393 -0.869 -1.556
H -2.717 -0.312 -1.444
H 1.233 -1.452 0.134
H 2.449 -3.077 3.145
H 3.693 -2.055 5.047
H 4.120 0.391 5.063
H 3.528 1.777 3.083
H 2.227 0.768 1.200
H 0.189 2.112 2.382
H -1.512 2.457 2.000
H -1.005 2.386 3.699
H -2.900 -0.841 3.051
H -2.689 0.468 4.243
H -3.321 0.841 2.617
H -1.250 -1.014 1.068
H -1.863 0.583 0.652
H -0.101 0.315 0.774
H 0.740 1.384 4.488
H 0.770 0.542 6.825
H 0.048 -1.766 7.283
H 1.173 -3.348 7.521
H 1.540 -4.945 6.883
H 2.241 -3.503 6.115
H -0.406 -5.276 4.055
H 1.126 -4.390 3.744
H 1.036 -5.681 4.962
H -1.984 -4.238 5.639
H -1.046 -5.291 6.713
H -1.367 -3.605 7.177
H -2.124 -3.882 3.538
H -2.134 -4.889 1.056
```

Calculated values
DFT total energy: -2662.35893 Ha
Lowest unoccupied orbital energy: -4.6 eV
Charge: +1
Frontier orbital gap: 3.291 eV

These are the Löwdin partial charges, in e, on atoms 1 to 99: number 1, C, carries -0.1719; number 2, C, carries -0.1298; number 3, N, carries -0.0483; number 4, C, carries -0.1739; number 5, C, carries 0.0092; number 6, C, carries 0.0218; number 7, C, carries -0.1997; number 8, C, carries 0.1074; number 9, C, carries -0.2255; number 10, C, carries -0.0149; number 11, C, carries 0.0016; number 12, C, carries -0.1943; number 13, N, carries -0.0762; number 14, C, carries -0.1424; number 15, C, carries -0.1759; number 16, O, carries -0.1346; number 17, C, carries -0.1733; number 18, C, carries -0.1203; number 19, C, carries 0.0116; number 20, C, carries -0.0039; number 21, C, carries 0.0041; number 22, C, carries 0.0104; number 23, C, carries -0.1084; number 24, C, carries -0.1746; number 25, O, carries -0.1257; number 26, H, carries 0.1338; number 27, H, carries 0.1367; number 28, H, carries 0.1412; number 29, H, carries 0.1343; number 30, H, carries 0.1155; number 31, H, carries 0.1250; number 32, H, carries 0.1214; number 33, H, carries 0.1310; number 34, H, carries 0.1120; number 35, H, carries 0.1333; number 36, H, carries 0.1369; number 37, H, carries 0.1333; number 38, H, carries 0.1348; number 39, H, carries 0.1319; number 40, H, carries 0.1347; number 41, H, carries 0.1408; number 42, H, carries 0.1111; number 43, H, carries 0.1133; number 44, H, carries 0.1120; number 45, H, carries 0.1305; number 46, H, carries 0.1111; number 47, H, carries 0.1451; number 48, H, carries 0.1119; number 49, H, carries 0.1360; number 50, H, carries 0.1311; number 51, C, carries -0.0409; number 52, C, carries -0.5273; number 53, C, carries -0.0359; number 54, C, carries -0.0457; number 55, C, carries -0.0985; number 56, C, carries -0.0387; number 57, C, carries -0.0707; number 58, C, carries -0.0665; number 59, C, carries -0.0583; number 60, C, carries -0.5142; number 61, C, carries -0.0589; number 62, C, carries -0.0397; number 63, C, carries -0.0673; number 64, C, carries -0.0628; number 65, N, carries 0.0135; number 66, C, carries -0.2271; number 67, C, carries -0.0590; number 68, C, carries -0.2353; number 69, C, carries -0.0427; number 70, C, carries -0.0723; number 71, C, carries -0.1019; number 72, C, carries -0.1116; number 73, C, carries -0.0606; number 74, N, carries 0.0530; number 75, C, carries -0.0881; number 76, C, carries -0.0706; number 77, C, carries -0.4950; number 78, C, carries -0.0674; number 79, C, carries -0.0302; number 80, C, carries -0.0644; number 81, C, carries -0.0549; number 82, C, carries -0.0456; number 83, C, carries -0.0498; number 84, C, carries -0.0820; number 85, C, carries -0.5154; number 86, C, carries -0.0536; number 87, C, carries -0.0555; number 88, C, carries -0.0387; number 89, C, carries -0.0561; number 90, C, carries -0.0970; number 91, H, carries 0.0884; number 92, H, carries 0.0980; number 93, H, carries 0.0690; number 94, H, carries 0.0803; number 95, H, carries 0.0665; number 96, H, carries 0.0956; number 97, H, carries 0.0774; number 98, H, carries 0.0907; number 99, H, carries 0.0969


The lowest charge belongs to which entry?
C59H72HgN7O4P2S2


Among the records above, which one has the lowest DFT total energy?
C59H72HgN7O4P2S2